Arrangement one

DFT (wB97M-V/def2-TZVPD) results for the molecule CH5O2PS.

Element x y z (Å)
S1 0.75 -1.11 0.27
P1 -1.10 0.00 -0.60
O1 -1.25 1.08 0.60
O2 -2.35 -0.89 -0.18
C1 1.82 0.33 -0.23
H1 2.56 0.45 0.59
H2 -1.90 0.81 1.25
H3 2.55 0.09 -0.95
H4 1.06 1.08 -0.36
H5 -2.14 -1.84 -0.39

The LUMO energy comes out at 0.41 eV. As for the highest occupied orbital energy: -8.573 eV.

Charges computed using Mulliken, reported in e: number 1, S, carries -0.243; number 2, P, carries 0.351; number 3, O, carries -0.400; number 4, O, carries -0.456; number 5, C, carries -0.719; number 6, H, carries 0.263; number 7, H, carries 0.322; number 8, H, carries 0.294; number 9, H, carries 0.254; number 10, H, carries 0.333



Arrangement two

DFT (wB97M-V/def2-TZVPD) results for the molecule CH5O2PS.

Element x y z (Å)
S1 0.27 0.86 0.90
P1 -1.93 0.26 -0.28
O1 -2.32 1.82 -0.48
O2 -1.38 0.06 -1.75
C1 1.08 -0.73 1.04
H1 -0.82 0.85 -1.98
H2 0.42 -1.46 1.60
H3 2.14 -0.65 1.62
H4 1.33 -1.24 0.01
H5 -2.73 2.15 0.36

The LUMO energy comes out at 0.31 eV. As for the highest occupied orbital energy: -8.432 eV.

Charges computed using Mulliken, reported in e: number 1, S, carries -0.288; number 2, P, carries 0.383; number 3, O, carries -0.454; number 4, O, carries -0.402; number 5, C, carries -0.670; number 6, H, carries 0.373; number 7, H, carries 0.246; number 8, H, carries 0.241; number 9, H, carries 0.234; number 10, H, carries 0.338



Of them, arrangement one has the highest stability.